1.
An isolated ion of composition C2H8N3O2 and charge +1. Source: the Open Molecules 2025 dataset; level of theory: wB97M-V/def2-TZVPD.

The geometry in ORCA input format:
```
! wB97M-V def2-TZVPD RIJCOSX def2/J DEFGRID3
* xyz 1 1
H 0.268 -2.664 -1.023
N 0.926 -1.858 -0.767
N 0.171 -0.606 -0.337
N 0.962 0.412 -0.169
O 0.419 1.601 0.142
C 1.127 2.439 1.146
O -1.157 -0.508 -0.007
C -1.909 -1.487 -0.595
H 1.890 0.026 -0.147
H 2.169 2.631 0.944
H 1.071 2.050 2.185
H 0.391 3.254 1.146
H -1.692 -1.514 -1.748
H -3.002 -1.252 -0.446
H -1.634 -2.524 -0.325
*
```

Computed properties:
- SMILES: [H]/N=[N+](/NOC)OC
- Highest occupied orbital energy (alpha / beta): -14.689 / -14.228 eV

=====

2.
An isolated ion of composition C2H8N3O2 and charge +1. Source: the Open Molecules 2025 dataset; level of theory: wB97M-V/def2-TZVPD.

The geometry in ORCA input format:
```
! wB97M-V def2-TZVPD RIJCOSX def2/J DEFGRID3
* xyz 1 1
C -0.853 -2.309 1.140
O -0.276 -1.084 1.493
N -0.798 -0.064 0.353
N 0.197 0.874 0.281
C 0.742 1.203 -0.906
N 1.586 2.160 -1.165
O 0.221 0.591 -1.909
H -1.960 -2.124 0.953
H -0.527 -3.017 1.912
H -0.355 -2.632 0.168
H -1.735 0.304 0.764
H 0.655 1.122 1.167
H 1.788 2.871 -0.466
H 1.719 2.305 -2.199
H -0.404 -0.199 -1.586
*
```

Computed properties:
- SMILES: CON/[NH+]=C(/N)O
- Highest occupied orbital energy: -14.446 eV

=====

Least stable structure: 1

=====

1.
A 2-piece molecular cluster, C24H28N2O6 overall. Source: the Open Molecules 2025 dataset; level of theory: wB97M-V/def2-TZVPD.

The geometry in ORCA input format:
```
! wB97M-V def2-TZVPD RIJCOSX def2/J DEFGRID3
* xyz 0 1
O -2.354 1.474 -3.989
C -2.706 1.645 -2.825
C -1.741 1.738 -1.713
C -0.273 1.589 -1.874
C 0.279 0.703 -2.819
C 1.664 0.527 -2.917
C 2.519 1.223 -2.071
O 3.857 0.970 -2.083
C 1.996 2.124 -1.148
C 0.614 2.312 -1.052
C -2.263 1.956 -0.450
O -3.603 2.099 -0.163
C -4.510 2.016 -1.192
C -5.864 2.167 -0.884
C -6.837 2.099 -1.877
O -8.151 2.256 -1.552
C -6.462 1.876 -3.200
C -5.111 1.720 -3.527
C -4.130 1.790 -2.524
H -0.360 0.120 -3.476
H 2.081 -0.174 -3.632
H 4.121 0.698 -1.172
H 2.673 2.669 -0.499
H 0.246 3.033 -0.331
H -1.584 1.998 0.395
H -6.167 2.342 0.141
H -8.693 2.223 -2.355
H -7.208 1.823 -3.985
H -4.823 1.548 -4.563
C 5.074 1.096 2.850
N 4.047 0.069 2.687
C 3.594 -0.378 1.508
O 4.014 0.078 0.444
C 2.521 -1.496 1.502
C 1.192 -1.009 0.882
C 0.150 -2.120 0.632
C -1.217 -1.515 0.310
C 0.554 -3.029 -0.529
N 2.230 -2.079 2.824
C 3.078 -2.841 3.515
C 2.551 -3.463 4.785
O 4.235 -3.031 3.173
H 4.934 1.887 2.111
H 6.061 0.652 2.704
H 5.019 1.527 3.851
H 3.723 -0.413 3.509
H 2.931 -2.283 0.868
H 1.404 -0.523 -0.069
H 0.762 -0.259 1.546
H 0.035 -2.727 1.530
H -1.950 -2.311 0.180
H -1.541 -0.869 1.124
H -1.156 -0.938 -0.612
H 1.485 -3.543 -0.296
H -0.219 -3.778 -0.700
H 0.689 -2.439 -1.437
H 1.294 -1.978 3.184
H 2.150 -2.690 5.437
H 1.773 -4.183 4.534
H 3.369 -3.976 5.289
*
```

Computed properties:
- SMILES: O=c1c(-c2ccc(O)cc2)coc2cc(O)ccc12.CNC(=O)[C@H](CC(C)C)NC(C)=O
- Highest occupied orbital energy: -8.046 eV

=====

2.
One molecule with the formula C24H28N2O6. Source: the Open Molecules 2025 dataset; level of theory: wB97M-V/def2-TZVPD.

The geometry in ORCA input format:
```
! wB97M-V def2-TZVPD RIJCOSX def2/J DEFGRID3
* xyz 0 1
C 7.446 1.344 0.497
C 6.637 0.329 -0.287
O 5.260 0.699 -0.218
C 4.417 -0.024 -0.964
O 4.775 -0.936 -1.670
C 3.011 0.426 -0.831
C 2.023 -0.285 -1.506
C 0.697 0.074 -1.390
C 0.341 1.165 -0.602
N -1.025 1.522 -0.452
C -1.543 2.133 0.683
O -0.924 2.405 1.676
C -3.002 2.420 0.434
C -3.350 1.696 -0.870
N -4.248 0.584 -0.586
C -5.613 1.038 -0.433
C -4.155 -0.636 -1.371
C -3.965 -1.843 -0.431
C -2.674 -1.705 0.321
C -2.603 -0.913 1.451
C -1.387 -0.679 2.079
C -0.222 -1.242 1.590
O 1.025 -1.030 2.094
C 1.168 -0.070 3.114
C -0.295 -2.111 0.479
O 0.886 -2.676 0.101
C 0.883 -3.580 -0.974
C -1.512 -2.314 -0.147
C -1.989 1.283 -1.416
O -1.774 0.869 -2.525
C 1.329 1.905 0.041
C 2.653 1.528 -0.062
H 7.318 2.336 0.072
H 8.498 1.077 0.464
H 7.117 1.365 1.533
H 6.943 0.299 -1.339
H 6.753 -0.679 0.128
H 2.319 -1.128 -2.111
H -0.062 -0.487 -1.908
H -3.586 2.050 1.275
H -3.140 3.501 0.372
H -3.796 2.381 -1.616
H -5.656 1.860 0.279
H -6.056 1.378 -1.382
H -6.213 0.217 -0.044
H -3.317 -0.596 -2.066
H -5.065 -0.779 -1.968
H -3.969 -2.756 -1.028
H -4.802 -1.879 0.268
H -3.500 -0.465 1.847
H -1.360 -0.042 2.948
H 0.701 -0.404 4.047
H 0.745 0.895 2.820
H 2.241 0.035 3.268
H 0.542 -3.109 -1.902
H 0.257 -4.454 -0.762
H 1.918 -3.896 -1.092
H -1.576 -2.951 -1.015
H 1.065 2.764 0.635
H 3.416 2.091 0.452
*
```

Computed properties:
- SMILES: CCOC(=O)c1ccc(N2C(=O)C[C@H](N(C)CCc3ccc(OC)c(OC)c3)C2=O)cc1
- Highest occupied orbital energy: -7.781 eV

=====

Least stable structure: 2

=====

1.
C10H20Cl10F8Mg2N4O16S8 as an isolated structure. Source: the Open Molecules 2025 dataset; level of theory: wB97M-V/def2-TZVPD.

The geometry in ORCA input format:
```
! wB97M-V def2-TZVPD RIJCOSX def2/J DEFGRID3
* xyz 0 1
Mg 2.338 18.904 5.688
Mg 4.346 21.747 3.597
N 3.621 22.782 5.010
S 2.349 22.363 5.963
O 2.266 22.909 7.241
O 2.253 20.928 5.851
F 1.194 22.886 5.108
S 4.021 24.277 5.516
O 4.987 24.287 6.525
O 2.932 25.169 5.463
F 4.843 24.645 4.189
N 2.027 18.650 3.821
S 1.781 19.805 2.664
O 1.505 19.470 1.343
O 2.648 20.921 2.945
F 0.388 20.273 3.196
S 1.845 17.267 2.984
O 2.882 17.041 2.049
O 0.506 16.978 2.662
F 2.168 16.301 4.184
N 1.727 18.074 7.266
S 2.512 18.356 8.736
O 3.750 17.715 8.809
O 1.653 18.446 9.840
F 2.882 19.857 8.359
S 0.644 16.967 7.700
O -0.616 17.505 8.002
O 1.190 15.954 8.523
F 0.467 16.245 6.311
N 5.285 20.128 4.083
S 5.544 19.584 5.642
O 6.810 19.201 6.084
O 4.373 18.887 6.070
F 5.396 21.001 6.289
S 6.275 19.110 3.282
O 5.971 17.748 3.504
O 7.630 19.520 3.270
F 5.747 19.459 1.840
Cl 12.390 18.532 7.028
C 10.653 18.864 6.674
C 9.842 19.104 7.930
Cl 9.873 17.674 8.986
H 10.342 17.945 6.184
H 10.592 19.687 5.967
H 8.854 19.204 7.482
H 10.207 19.919 8.541
Cl 6.723 21.926 -2.136
C 6.457 22.172 -0.405
C 5.123 22.840 -0.172
Cl 4.789 22.761 1.624
H 7.272 22.768 0.001
H 6.510 21.199 0.079
H 4.299 22.328 -0.656
H 5.213 23.898 -0.395
Cl 7.366 22.693 3.765
C 9.138 22.391 3.872
C 9.746 23.221 4.981
Cl 9.015 22.782 6.546
H 9.519 22.674 2.895
H 9.246 21.330 4.078
H 9.549 24.274 4.804
H 10.801 22.972 5.060
Cl 4.016 19.615 -0.276
C 3.250 19.040 -1.779
C 2.277 20.037 -2.331
Cl 3.139 21.470 -2.990
H 2.671 18.172 -1.456
H 3.988 18.719 -2.506
H 1.556 20.400 -1.606
H 1.756 19.598 -3.180
Cl 5.685 13.169 2.629
C 4.936 14.482 3.600
C 5.771 14.793 4.828
Cl 4.697 15.603 6.008
H 3.947 14.105 3.832
H 4.899 15.371 2.976
H 6.573 15.484 4.591
H 6.165 13.884 5.272
*
```

Computed properties:
- Highest occupied orbital energy: -10.613 eV

=====

2.
C10H20Cl10F8Mg2N4O16S8 as an isolated structure. Source: the Open Molecules 2025 dataset; level of theory: wB97M-V/def2-TZVPD.

The geometry in ORCA input format:
```
! wB97M-V def2-TZVPD RIJCOSX def2/J DEFGRID3
* xyz 0 1
Mg 13.127 12.115 15.284
Mg 10.091 9.470 13.789
N 13.153 13.746 16.051
S 14.287 15.032 15.916
O 15.196 15.200 17.082
O 14.017 16.118 14.989
F 15.263 14.164 14.958
S 12.142 14.758 16.868
O 11.275 15.628 15.995
O 12.569 15.128 18.195
F 11.000 13.635 17.090
N 9.666 9.854 15.522
S 10.559 10.454 16.869
O 9.949 10.792 18.172
O 11.677 11.125 16.238
F 11.100 9.019 17.263
S 8.316 10.040 16.144
O 7.823 11.464 16.170
O 7.828 9.045 17.070
F 7.729 9.569 14.724
N 11.760 9.086 13.173
S 13.376 9.072 13.804
O 13.569 10.468 14.364
O 14.530 8.455 13.139
F 13.228 8.298 15.226
S 12.197 9.160 11.701
O 12.751 8.034 10.898
O 12.533 10.542 11.389
F 10.698 8.896 11.297
N 9.715 11.137 13.061
S 10.473 12.676 13.238
O 10.436 13.803 12.322
O 11.757 12.520 13.884
F 9.639 13.216 14.509
S 8.933 11.573 11.825
O 9.606 11.497 10.534
O 7.856 12.530 12.014
F 8.255 10.121 11.799
Cl 12.063 18.342 11.339
C 11.121 17.487 12.554
C 9.757 16.945 12.058
Cl 8.843 16.419 13.479
H 11.027 18.310 13.261
H 11.738 16.687 12.964
H 9.848 16.161 11.307
H 9.232 17.812 11.658
Cl 8.868 7.576 13.231
C 9.515 5.957 13.660
C 9.209 5.531 15.034
Cl 10.042 6.457 16.324
H 10.600 6.017 13.587
H 9.180 5.183 12.969
H 9.673 4.551 15.146
H 8.196 5.277 15.347
Cl 10.839 13.222 6.711
C 11.589 12.789 8.268
C 11.457 13.990 9.208
Cl 12.289 15.421 8.670
H 12.602 12.432 8.081
H 11.085 11.906 8.660
H 11.757 13.770 10.233
H 10.466 14.412 9.375
Cl 17.005 15.239 9.637
C 15.631 15.295 10.724
C 14.969 13.865 10.994
Cl 13.847 13.992 12.336
H 14.955 15.993 10.230
H 15.907 15.711 11.693
H 15.671 13.071 11.251
H 14.404 13.433 10.169
Cl 4.996 17.350 10.735
C 6.090 15.924 10.492
C 5.360 14.562 10.424
Cl 3.984 14.715 9.301
H 6.875 15.879 11.247
H 6.633 16.248 9.605
H 4.942 14.276 11.389
H 6.012 13.749 10.105
*
```

Computed properties:
- Highest occupied orbital energy: -10.310 eV

=====

Least stable structure: 2

=====

1.
One molecule with the formula C3H5NO4. Source: the Open Molecules 2025 dataset; level of theory: wB97M-V/def2-TZVPD.

The geometry in ORCA input format:
```
! wB97M-V def2-TZVPD RIJCOSX def2/J DEFGRID3
* xyz 0 1
H -2.080 1.403 0.404
N -2.005 0.453 0.783
C -1.065 -0.195 0.237
C -0.122 0.540 -0.946
O -0.223 1.939 -0.722
O -0.703 -1.424 0.516
C 0.728 -1.493 0.375
O 1.287 -2.460 -0.091
O 1.354 -0.571 1.144
H -0.670 0.306 -1.862
H 0.921 0.303 -1.159
H 0.331 2.147 0.049
H 2.247 -0.949 1.272
*
```

Computed properties:
- SMILES: [H]/N=C(\CO)OC(=O)O
- Highest occupied orbital energy: -10.324 eV

=====

2.
One molecule with the formula C3H5NO4. Source: the Open Molecules 2025 dataset; level of theory: wB97M-V/def2-TZVPD.

The geometry in ORCA input format:
```
! wB97M-V def2-TZVPD RIJCOSX def2/J DEFGRID3
* xyz 0 1
C 2.086 0.476 -0.110
C -0.379 1.532 -0.330
C 0.625 0.238 -0.178
N 0.056 -0.826 0.333
O 2.838 -0.650 -0.110
O 2.607 1.551 -0.145
O -0.267 2.030 0.860
O -1.646 1.008 -0.653
H -0.028 2.139 -1.180
H 0.452 -1.378 1.087
H 2.328 -1.469 -0.149
H -0.948 -0.895 0.185
H -2.227 1.225 0.088
*
```

Computed properties:
- Highest occupied orbital energy (alpha / beta): -9.143 / -9.142 eV

=====

Least stable structure: 2

=====

1.
C3H5NO4 as an isolated structure. Source: the Open Molecules 2025 dataset; level of theory: wB97M-V/def2-TZVPD.

The geometry in ORCA input format:
```
! wB97M-V def2-TZVPD RIJCOSX def2/J DEFGRID3
* xyz 0 1
C -0.772 -0.247 -1.074
C -0.879 -0.389 0.949
C 0.225 0.207 0.009
N 1.639 -0.271 -0.118
O 1.739 -1.421 -0.424
O 2.541 0.530 0.049
O -1.760 -0.518 -0.122
O 0.156 1.807 -0.055
H -1.197 0.317 -1.846
H -0.516 -1.257 -1.498
H -0.623 -1.247 1.620
H -1.256 0.242 1.848
H 0.704 2.244 0.661
*
```

Computed properties:
- Highest occupied orbital energy: -10.331 eV

=====

2.
A 2-piece molecular cluster, C3H5NO4 overall. Source: the Open Molecules 2025 dataset; level of theory: wB97M-V/def2-TZVPD.

The geometry in ORCA input format:
```
! wB97M-V def2-TZVPD RIJCOSX def2/J DEFGRID3
* xyz 0 1
C 1.323 -1.237 0.937
C 0.400 -1.414 -0.255
O 0.512 -2.307 -1.059
C -0.672 -0.271 -0.340
O 0.372 0.477 -0.752
O -1.377 2.211 -1.270
N -1.153 2.788 -0.100
O -1.686 3.937 -0.312
H 0.911 -0.532 1.670
H 1.605 -2.173 1.411
H 2.249 -0.852 0.520
H -1.377 -0.542 -1.146
H -1.107 -0.085 0.695
*
```

Computed properties:
- Highest occupied orbital energy (alpha / beta): -10.649 / -10.198 eV

=====

3.
One molecule with the formula C3H5NO4. Source: the Open Molecules 2025 dataset; level of theory: wB97M-V/def2-TZVPD.

The geometry in ORCA input format:
```
! wB97M-V def2-TZVPD RIJCOSX def2/J DEFGRID3
* xyz 0 1
O 2.436 0.056 0.447
C 1.626 -0.056 -0.422
O 1.887 0.081 -1.726
C 0.166 -0.056 -0.222
C -0.343 0.279 1.155
O -1.015 -0.828 1.716
N -0.702 -0.165 -1.156
O -1.969 -0.199 -0.618
H 2.855 0.304 -1.745
H -1.092 1.071 0.969
H 0.543 0.609 1.789
H -1.859 -0.960 1.261
H -2.531 -0.137 -1.447
*
```

Computed properties:
- SMILES: O=C(O)/C(CO)=N/O
- Highest occupied orbital energy: -10.076 eV

=====

Least stable structure: 2